Record 1
Density functional theory data (the ωB97M-V functional and the def2-TZVPD basis) for a structure of composition C10H22O3 in a non-equilibrium geometry.

Properties
Calculated total energy in a.u.: -619.4164
HOMO in eV: -9.6
Frontier orbital gap in eV: 10.263
Energy above the lowest of the compared OMol25 structures with the same formula, charge and spin in kcal/mol: 320.2
Charge: 0
F_max in eV/Å: 13.44

CARTESIAN COORDINATES (ANGSTROEM)
C: 2.37872 -0.45690 3.28894
C: 1.57447 -0.84746 2.13581
C: 1.19854 0.28902 1.19119
C: 0.01282 0.03558 0.09278
C: -1.78620 -1.67094 0.12306
C: -2.91327 -1.13856 -1.01901
C: -1.19251 1.90604 0.20185
C: -1.96276 2.70442 -0.76593
C: 1.58506 -0.87142 -1.50069
C: 1.51312 -0.11922 -3.11528
H: 2.90676 0.80019 3.32952
H: 3.41866 -1.29136 3.21289
H: 1.24010 -0.76628 4.25649
H: 0.69548 -1.37984 2.62541
H: 1.97179 -1.65770 1.35944
H: 0.70005 1.19085 1.87796
H: 2.19600 0.75694 0.79871
H: -1.11589 -2.45050 -0.20202
H: -2.44248 -1.86656 0.96273
H: -2.68643 -0.84717 -2.32466
H: -3.38431 -0.35801 -0.60561
H: -3.68851 -1.92274 -1.15476
H: -0.32311 2.38274 0.70526
H: -1.53619 1.49189 1.21172
H: -2.70535 1.92868 -1.15460
H: -1.40331 2.89742 -1.91741
H: -2.31213 3.78351 -0.55994
H: 2.28708 -1.66457 -1.28469
H: 2.43271 -0.10229 -0.79462
H: 1.52524 -1.14784 -3.86836
H: 2.50185 0.70306 -3.59156
H: 0.45662 0.33540 -2.83729
O: -0.98044 -0.57269 0.82914
O: -0.40098 0.87677 -0.64967
O: 0.23880 -0.95043 -0.85683

Atoms 1-2, force components in eV/Å:
C 2.6 0.0 3.0
C -2.5 -2.5 -3.7

natural (NBO) population analysis, charges in e, atoms 1 to 2: atom 1 (C): -0.594, atom 2 (C): -0.506

***

Record 2
Density functional theory data (the ωB97M-V functional and the def2-TZVPD basis) for a cluster of 7 separate species, C21H42ClN3O25PS7 in total in a non-equilibrium geometry.

Properties
Calculated total energy in a.u.: -6459.1079
HOMO in eV: -11.8
Frontier orbital gap in eV: 8.411
Charge: +1
F_max in eV/Å: 2.63

CARTESIAN COORDINATES (ANGSTROEM)
C: 4.36573 -0.15246 1.09257
C: 3.38489 -1.34171 1.02613
Cl: 4.00687 -2.60770 2.15186
C: 3.43517 -1.90617 -0.40719
N: 2.16532 -1.81036 -1.16296
C: 1.85432 -2.74873 -2.03576
N: 0.70144 -2.47305 -2.64413
C: 0.24568 -1.27759 -2.12399
C: -1.00507 -0.60074 -2.58243
C: -0.71374 0.05022 -3.99491
O: -1.87201 0.13675 -4.76593
C: 0.04045 1.39459 -3.86520
N: 1.02927 1.61176 -4.91182
C: 1.13329 -0.84220 -1.17429
P: 1.03480 0.64625 -0.11465
S: -0.05059 0.19966 1.44328
H: 5.38557 -0.50643 1.23845
H: 4.07509 0.60015 1.81905
H: 4.35776 0.35239 0.11886
H: 2.38108 -1.09596 1.37671
H: 4.25035 -1.47734 -0.99099
H: 3.65022 -2.97348 -0.33584
H: 2.50646 -3.59108 -2.21388
H: 0.25407 -3.01665 -3.36894
H: -1.79772 -1.34574 -2.67875
H: -1.28982 0.19776 -1.89864
H: -0.01316 -0.63266 -4.49176
H: -2.44965 0.82347 -4.41298
H: -0.67916 2.21841 -3.92270
H: 0.56420 1.48851 -2.91250
H: 1.75698 0.91236 -4.90012
H: 0.60472 1.69890 -5.82416
H: 2.30280 1.14873 0.22746
H: 0.35237 1.63344 -0.84076
C: 1.92668 3.25207 5.66713
C: 2.35813 1.82398 5.91353
O: 2.52519 1.27473 4.59115
S: 3.02952 2.41528 3.59510
O: 4.43830 2.31515 3.46581
O: 2.16749 2.43742 2.46066
O: 2.69712 3.66968 4.52176
H: 0.86868 3.31241 5.40690
H: 2.12797 3.89995 6.51530
H: 1.62414 1.25267 6.47530
H: 3.32100 1.77775 6.42464
C: -2.92498 -3.25401 -8.37822
C: -3.98719 -2.19139 -8.55841
O: -4.74258 -2.23141 -7.33985
S: -3.78126 -2.62233 -6.12141
O: -3.36302 -1.43595 -5.45295
O: -4.35588 -3.71261 -5.42193
O: -2.54402 -3.15533 -6.99654
H: -3.32637 -4.25386 -8.55164
H: -2.06334 -3.09398 -9.02062
H: -4.63114 -2.38323 -9.41174
H: -3.54537 -1.19712 -8.65290
C: -2.13939 -3.61206 -0.39135
C: -1.44992 -3.55610 0.95413
O: -2.50434 -3.68335 1.90564
S: -3.66424 -4.62058 1.30155
O: -3.48658 -5.93892 1.78587
O: -4.89520 -3.93244 1.41012
O: -3.17374 -4.58210 -0.23317
H: -2.60041 -2.65345 -0.63789
H: -1.46374 -3.90892 -1.19293
H: -0.90659 -2.62459 1.10581
H: -0.76815 -4.40246 1.08596
C: -4.80136 1.91918 -1.29485
C: -5.85574 1.20649 -0.47655
O: -5.13833 0.15735 0.18993
S: -3.65250 0.64171 0.51225
O: -3.58988 1.09579 1.84960
O: -2.74928 -0.33086 -0.00086
O: -3.63144 1.92070 -0.46041
H: -4.57001 1.36777 -2.20955
H: -5.08618 2.93682 -1.54783
H: -6.65241 0.79370 -1.08849
H: -6.28432 1.86245 0.28333
C: 1.46379 6.10917 1.21295
C: 2.29373 6.15671 2.47636
O: 3.23222 7.21260 2.25379
S: 2.55567 8.34724 1.33885
O: 2.06732 9.38091 2.17435
O: 3.41208 8.60375 0.24102
O: 1.29955 7.47732 0.83319
H: 1.99330 5.59075 0.40950
H: 0.49520 5.64042 1.36901
H: 2.80831 5.22270 2.67134
H: 1.68220 6.42176 3.34229
C: 2.67785 -3.25299 5.32183
C: 1.72011 -2.12652 5.00142
O: 0.83451 -2.08114 6.12386
S: 1.63181 -2.50742 7.45395
O: 2.04745 -1.32933 8.12765
O: 0.90314 -3.53039 8.10305
O: 2.91444 -3.14795 6.72864
H: 2.22661 -4.22746 5.12114
H: 3.61235 -3.16567 4.77518
H: 1.16378 -2.29612 4.08295
H: 2.24128 -1.16758 4.93718

Atoms 1-2, force components in eV/Å:
C -0.6 0.2 -0.5
C 1.2 0.4 -0.2

Löwdin population analysis, charges in e, atoms 1 to 2: atom 1 (C): -0.122, atom 2 (C): -0.678

***

Record 3
Density functional theory data (the ωB97M-V functional and the def2-TZVPD basis) for a structure of composition C32H38AuClF2N4O in a non-equilibrium geometry.

Properties
Calculated total energy in a.u.: -2331.9701
HOMO (alpha / beta) in eV: -7.4 / -7.4
Frontier orbital gap (alpha / beta) in eV: 7.583 / 7.585
Energy above the lowest of the compared OMol25 structures with the same formula, charge and spin in kcal/mol: 0.0
Charge: 0
F_max in eV/Å: 1.04

CARTESIAN COORDINATES (ANGSTROEM)
Au: -2.24491 1.47715 0.94866
F: -3.58881 -3.26406 -1.39532
C: -3.72155 -1.92058 -1.40365
C: -2.98596 -1.16701 -0.51344
C: -3.11365 0.21984 -0.50818
C: -3.99274 0.82763 -1.42670
C: -4.70360 0.00860 -2.30134
F: -5.53360 0.55129 -3.22602
C: -4.59699 -1.36485 -2.31546
C: -4.05754 2.30380 -1.44228
C: -5.01660 3.08144 -2.09810
C: -4.91434 4.45872 -2.05120
C: -3.86431 5.05171 -1.36605
C: -2.96620 4.21965 -0.72577
N: -3.06893 2.89479 -0.75682
H: -2.32862 -1.67883 0.17629
H: -5.16262 -1.96617 -3.01029
H: -5.82280 2.60907 -2.63233
H: -5.65238 5.06806 -2.55664
H: -3.74920 6.12472 -1.31508
H: -2.13377 4.61307 -0.15534
C: 2.16416 -1.40076 0.62283
C: 3.53896 -0.81636 0.97743
C: 4.46134 -1.99805 1.30265
C: 3.41921 0.01618 2.25977
C: 4.12988 0.06124 -0.18011
O: 5.49482 0.38539 0.10556
C: 4.00141 -0.54644 -1.58927
C: 4.93209 -1.72004 -1.96854
C: 4.21028 -3.00604 -2.29863
C: 3.13395 -3.00900 -3.18424
C: 2.46757 -4.17975 -3.50359
C: 2.88418 -5.37148 -2.93131
Cl: 2.04807 -6.84525 -3.31930
C: 3.95545 -5.40364 -2.05811
C: 4.61046 -4.21929 -1.75127
C: 3.54213 1.49107 -0.21180
N: 2.12376 1.60417 -0.48612
C: 1.14154 1.97947 0.34113
N: -0.01938 1.93651 -0.27801
C: 0.31709 1.52674 -1.52494
N: 1.60262 1.32192 -1.70019
H: 1.73020 -1.85718 1.51466
H: 2.24532 -2.18235 -0.13454
H: 1.45390 -0.65750 0.26212
H: 4.03790 -2.55192 2.14215
H: 5.45902 -1.67209 1.60170
H: 4.54165 -2.70060 0.47654
H: 3.24152 -0.64608 3.10799
H: 2.58350 0.71559 2.23016
H: 4.33561 0.57377 2.45929
H: 6.04726 -0.37035 -0.11503
H: 4.17157 0.26597 -2.29614
H: 2.96483 -0.83639 -1.74121
H: 5.67155 -1.94273 -1.19611
H: 5.51653 -1.42090 -2.84157
H: 2.80301 -2.08016 -3.63312
H: 1.63220 -4.17466 -4.18945
H: 4.27114 -6.34215 -1.62485
H: 5.45418 -4.24800 -1.07162
H: 4.08425 2.05459 -0.96990
H: 3.71378 1.97476 0.74737
H: 1.30556 2.26325 1.36691
H: -0.40672 1.37691 -2.30842
C: -4.32150 2.74835 3.46179
C: -3.65464 1.38023 3.66040
C: -4.61282 0.28763 3.15740
C: -3.36910 1.15704 5.14801
C: -2.38204 1.32078 2.84736
H: -5.23874 2.80652 4.05276
H: -4.57074 2.90249 2.41089
H: -3.65825 3.55711 3.77233
H: -5.55099 0.34553 3.71477
H: -4.19300 -0.70991 3.29864
H: -4.82090 0.41455 2.09557
H: -4.28733 1.21099 5.73627
H: -2.68365 1.91610 5.53128
H: -2.91727 0.17747 5.31494
H: -1.53722 0.98873 3.46180

Atoms 1-2, force components in eV/Å:
Au -1.0 -0.3 0.1
F 0.0 0.0 0.0

Löwdin population analysis, charges in e, atoms 1 to 2: atom 1 (Au): 0.985, atom 2 (F): 0.056

***

Record 4
Density functional theory data (the ωB97M-V functional and the def2-TZVPD basis) for a cluster of 2 separate species, C10H21N2 in total in a non-equilibrium geometry.

Properties
2S+1: 3
Calculated total energy in a.u.: -502.5721
HOMO (alpha / beta) in eV: -8.1 / -13.0
Frontier orbital gap (alpha / beta) in eV: 4.855 / 6.218
Energy above the lowest of the compared OMol25 structures with the same formula, charge and spin in kcal/mol: 89.7
Charge: +1
F_max in eV/Å: 6.58

CARTESIAN COORDINATES (ANGSTROEM)
C: -2.11758 -0.50504 0.96479
C: -2.38493 0.16094 -0.12007
C: -2.31462 -1.15248 2.26983
C: -2.96664 0.66464 -1.29949
C: 1.56300 1.81390 0.80445
C: 3.00072 0.26082 -0.45202
C: 1.54885 -0.56036 1.56136
C: -0.12725 -1.12236 -2.50957
C: 0.69583 0.14278 -0.69400
C: 1.67097 0.40570 0.34017
N: 0.45324 -1.04951 -1.22993
N: -1.03538 0.44348 0.46758
H: -2.94190 -2.09525 2.06206
H: -2.98575 -0.44572 2.86294
H: -1.38661 -1.42597 2.84589
H: -3.72433 -0.02716 -1.67446
H: -2.10064 0.89253 -2.06276
H: -3.36319 1.73833 -1.09730
H: 2.45059 2.43466 0.96575
H: 0.88817 1.76425 1.77464
H: 1.05000 2.45595 0.18143
H: 3.11285 0.78597 -1.31210
H: 3.83962 0.64188 0.25129
H: 3.02446 -0.84233 -0.66109
H: 1.67125 -1.66924 1.26249
H: 0.63437 -0.51685 2.00693
H: 2.23242 -0.28043 2.32977
H: 0.55867 -0.73879 -3.26419
H: -0.25008 -2.17519 -2.82757
H: -0.96719 -0.52191 -2.70272
H: 0.32449 1.01810 -1.24700
H: 1.02959 -1.77011 -0.82103
H: -1.08300 1.27476 1.02392

Atoms 1-2, force components in eV/Å:
C 1.6 1.1 0.7
C 2.6 -0.3 1.0

Löwdin population analysis, charges in e, atoms 1 to 2: atom 1 (C): -0.070, atom 2 (C): -0.149

***

Record 5
Density functional theory data (the ωB97M-V functional and the def2-TZVPD basis) for a cluster of 2 separate species, C2H5NO3S in total in a non-equilibrium geometry.

Properties
Calculated total energy in a.u.: -757.7853
HOMO in eV: -9.5
Frontier orbital gap in eV: 9.780
Energy above the lowest of the compared OMol25 structures with the same formula, charge and spin in kcal/mol: 72.5
Charge: 0
F_max in eV/Å: 5.29

CARTESIAN COORDINATES (ANGSTROEM)
C: -0.52529 0.72632 -1.88128
C: 0.73031 0.46347 -1.88312
N: -1.09152 -0.53623 1.02799
O: -1.62828 1.11997 -1.78460
O: 0.97014 -1.82857 1.67107
O: 0.85895 0.60384 2.13596
S: 0.67963 -0.60590 0.99666
H: 0.24376 0.38330 2.86652
H: 1.03223 -0.40849 -2.59154
H: 1.60503 1.17581 -1.60518
H: -1.34081 0.25572 0.59120
H: -1.53413 -1.34923 0.45634

Atoms 1-2, force components in eV/Å:
C -1.9 2.3 0.5
C 3.7 -1.3 -2.1

natural (NBO) population analysis, charges in e, atoms 1 to 2: atom 1 (C): 0.686, atom 2 (C): -0.801